Entry 1:
Density functional theory data (the ωB97M-V functional and the def2-TZVPD basis) for a cluster of 2 separate species, C4H10O2 in total.

DFT total energy   -8403.4478 eV
HOMO energy   -10.08 eV
Relative energy (zero: lowest compared OMol25 entry of this formula, charge and spin)   48.4 kcal/mol
SMILES string   OC1CC1.CO

Last columns: bonded neighbours and bond lengths (Å).
Geometry (Å):
1 O -3.012 -1.109 0.200  C2 1.395, H5 0.966
2 C -1.907 -0.690 0.941  O1 1.395, C3 1.494, C4 1.490, H6 1.090
3 C -0.539 -0.884 0.372  C2 1.494, C4 1.518, H7 1.086, H8 1.087
4 C -1.175 0.494 0.408  C2 1.490, C3 1.518, H9 1.087, H10 1.085
5 H -2.998 -2.075 0.191  O1 0.966
6 H -2.018 -0.757 2.023  C2 1.090
7 H 0.290 -1.112 1.035  C3 1.086
8 H -0.484 -1.360 -0.604  C3 1.087
9 H -0.821 1.239 1.117  C4 1.087
10 H -1.546 0.888 -0.532  C4 1.085
11 C 2.612 0.958 -1.106  O12 1.408, H13 1.092, H14 1.097, H15 1.097
12 O 2.113 0.475 0.118  C11 1.408, H16 0.965
13 H 3.538 0.420 -1.321  C11 1.092
14 H 1.925 0.776 -1.941  C11 1.097
15 H 2.845 2.029 -1.068  C11 1.097
16 H 1.178 0.708 0.166  O12 0.965

---

Entry 2:
Density functional theory data (the ωB97M-V functional and the def2-TZVPD basis) for a cluster of 6 separate species, C52H62ClF3N8O2 in total in a non-equilibrium geometry.

DFT total energy   -91535.4868 eV
Net charge   +7
Multiplicity   2
HOMO energy (spin up / spin down)   -20.65 / -20.25 eV

Last columns: bonded neighbours and bond lengths (Å).
Geometry (Å):
1 C -2.464 -1.885 -0.306  O2 1.448, O3 1.437, C4 1.639, H15 1.090
2 O -2.914 -0.512 -0.205  C1 1.448, C8 1.443
3 O -1.138 -1.741 -0.840  C1 1.437
4 C -2.469 -2.630 1.153  C1 1.639, F5 1.339, F6 1.347, F7 1.324
5 F -1.756 -3.761 1.079  C4 1.339
6 F -1.993 -1.862 2.152  C4 1.347
7 F -3.745 -2.805 1.461  C4 1.324
8 C -3.958 -0.059 -1.094  O2 1.443, C9 1.513, H13 1.090, H14 1.090
9 C -4.466 1.337 -0.810  C8 1.513, H10 1.090, H11 1.090, H12 1.090
10 H -4.517 1.510 0.265  C9 1.090
11 H -3.811 2.111 -1.210  C9 1.090
12 H -5.464 1.564 -1.185  C9 1.090
13 H -4.838 -0.697 -1.021  C8 1.090
14 H -3.778 -0.141 -2.166  C8 1.090
15 H -3.119 -2.461 -0.960  C1 1.090
16 C 1.225 4.722 -8.748  N17 1.480, H30 1.090, H31 1.090, H32 1.090
17 N 0.810 3.521 -7.988  C16 1.480, C18 1.380, C22 1.329
18 C 1.611 2.415 -8.191  N17 1.380, C19 1.402, H33 1.080
19 C 1.331 1.186 -7.576  C18 1.402, C20 1.357, H34 1.080
20 C 0.180 1.024 -6.874  C19 1.357, C21 1.434, C23 1.461
21 C -0.681 2.164 -6.740  C20 1.434, C22 1.428, H35 1.080
22 C -0.332 3.422 -7.317  N17 1.329, C21 1.428, H36 1.080
23 C -0.089 -0.274 -6.261  C20 1.461, C24 1.405, C28 1.395
24 C -0.850 -0.291 -5.081  C23 1.405, C25 1.366, H37 1.080
25 C -0.982 -1.457 -4.381  C24 1.366, N26 1.341, H38 1.080
26 N -0.504 -2.588 -4.922  C25 1.341, C27 1.351, C29 1.442
27 C 0.079 -2.648 -6.139  N26 1.351, C28 1.368, H39 1.080
28 C 0.354 -1.482 -6.799  C23 1.395, C27 1.368, H40 1.080
29 C -0.710 -3.800 -4.169  N26 1.442, H41 1.090, H42 1.090, H43 1.090
30 H 0.412 5.448 -8.754  C16 1.090
31 H 1.250 4.370 -9.780  C16 1.090
32 H 2.167 5.148 -8.403  C16 1.090
33 H 2.444 2.513 -8.872  C18 1.080
34 H 2.077 0.447 -7.828  C19 1.080
35 H -1.609 2.087 -6.194  C21 1.080
36 H -0.957 4.299 -7.225  C22 1.080
37 H -1.321 0.594 -4.679  C24 1.080
38 H -1.630 -1.624 -3.533  C25 1.080
39 H 0.484 -3.596 -6.461  C27 1.080
40 H 0.796 -1.574 -7.780  C28 1.080
41 H 0.160 -3.874 -3.517  C29 1.090
42 H -0.709 -4.698 -4.787  C29 1.090
43 H -1.635 -3.727 -3.596  C29 1.090
44 C 1.535 -4.370 0.048  N45 1.433, H58 1.090, H59 1.090, H60 1.090
45 N 2.160 -3.156 0.483  C44 1.433, C46 1.348, C50 1.339
46 C 1.482 -2.243 1.208  N45 1.348, C47 1.455, H61 1.080
47 C 2.156 -1.025 1.634  C46 1.455, C48 1.429, H62 1.080
48 C 3.533 -0.841 1.302  C47 1.429, C49 1.444, C51 1.525
49 C 4.193 -1.919 0.604  C48 1.444, C50 1.366, H63 1.080
50 C 3.463 -3.005 0.212  N45 1.339, C49 1.366, H64 1.080
51 C 4.368 0.369 1.707  C48 1.525, C52 1.424, C56 1.403
52 C 5.057 1.163 0.747  C51 1.424, C53 1.365, H65 1.080
53 C 5.577 2.384 1.065  C52 1.365, N54 1.340, H66 1.080
54 N 5.471 2.860 2.313  C53 1.340, C55 1.352, C57 1.534
55 C 4.808 2.170 3.268  N54 1.352, C56 1.371, H67 1.080
56 C 4.298 0.927 2.993  C51 1.403, C55 1.371, H68 1.080
57 C 6.083 4.232 2.621  N54 1.534, H69 1.090, H70 1.090, H71 1.090
58 H 2.025 -5.148 0.634  C44 1.090
59 H 1.653 -4.496 -1.028  C44 1.090
60 H 0.479 -4.399 0.318  C44 1.090
61 H 0.433 -2.489 1.277  C46 1.080
62 H 1.614 -0.269 2.183  C47 1.080
63 H 5.205 -1.796 0.249  C49 1.080
64 H 3.875 -3.844 -0.328  C50 1.080
65 H 5.007 0.865 -0.290  C52 1.080
66 H 5.951 3.070 0.318  C53 1.080
67 H 4.902 2.640 4.235  C55 1.080
68 H 3.857 0.418 3.837  C56 1.080
69 H 6.595 4.231 3.584  C57 1.090
70 H 5.357 5.022 2.815  C57 1.090
71 H 6.662 4.592 1.771  C57 1.090
72 C -5.123 2.202 8.486  N73 1.479, H86 1.090, H87 1.090, H88 1.090
73 N -4.738 1.001 7.714  C72 1.479, C74 1.326, C78 1.283
74 C -3.934 1.219 6.681  N73 1.326, C75 1.393, H89 1.080
75 C -3.371 0.156 5.978  C74 1.393, C76 1.391, H90 1.080
76 C -3.593 -1.152 6.397  C75 1.391, C77 1.446, C79 1.463
77 C -4.394 -1.266 7.595  C76 1.446, C78 1.415, H91 1.080
78 C -4.911 -0.139 8.276  N73 1.283, C77 1.415, H92 1.080
79 C -3.130 -2.335 5.670  C76 1.463, C80 1.360, C84 1.380
80 C -4.008 -3.286 5.253  C79 1.360, C81 1.423, H93 1.080
81 C -3.583 -4.326 4.381  C80 1.423, N82 1.366, H94 1.080
82 N -2.252 -4.492 4.120  C81 1.366, C83 1.359, C85 1.472
83 C -1.358 -3.578 4.580  N82 1.359, C84 1.396, H95 1.080
84 C -1.808 -2.469 5.298  C79 1.380, C83 1.396, H96 1.080
85 C -1.749 -5.734 3.512  N82 1.472, H97 1.090, H98 1.090, H99 1.090
86 H -6.097 2.088 8.963  C72 1.090
87 H -5.106 3.023 7.769  C72 1.090
88 H -4.320 2.447 9.181  C72 1.090
89 H -3.769 2.239 6.367  C74 1.080
90 H -2.749 0.201 5.097  C75 1.080
91 H -4.441 -2.251 8.035  C77 1.080
92 H -5.387 -0.123 9.246  C78 1.080
93 H -5.013 -3.175 5.635  C80 1.080
94 H -4.292 -5.027 3.966  C81 1.080
95 H -0.305 -3.740 4.404  C83 1.080
96 H -1.063 -1.742 5.587  C84 1.080
97 H -2.113 -6.596 4.070  C85 1.090
98 H -0.684 -5.792 3.737  C85 1.090
99 H -2.126 -5.797 2.491  C85 1.090
100 C -1.199 2.715 3.540  N101 1.492, H114 1.090, H115 1.090, H116 1.090
101 N -0.428 2.377 2.309  C100 1.492, C102 1.409, C106 1.371
102 C 0.904 2.827 2.210  N101 1.409, C103 1.404, H117 1.080
103 C 1.601 2.433 1.057  C102 1.404, C104 1.419, H118 1.080
104 C 0.922 1.712 0.041  C103 1.419, C105 1.362, C107 1.527
105 C -0.397 1.396 0.154  C104 1.362, C106 1.397, H119 1.080
106 C -1.105 1.719 1.315  N101 1.371, C105 1.397, H120 1.080
107 C 1.579 1.596 -1.333  C104 1.527, C108 1.420, C112 1.390
108 C 2.491 2.590 -1.776  C107 1.420, C109 1.414, H121 1.080
109 C 3.194 2.368 -2.983  C108 1.414, N110 1.376, H122 1.080
110 N 3.135 1.148 -3.618  C109 1.376, C111 1.348, C113 1.458
111 C 2.327 0.171 -3.161  N110 1.348, C112 1.429, H123 1.080
112 C 1.471 0.405 -2.041  C107 1.390, C111 1.429, H124 1.080
113 C 3.810 1.054 -4.907  N110 1.458, H125 1.090, H126 1.090, H127 1.090
114 H -1.368 3.777 3.360  C100 1.090
115 H -0.618 2.396 4.405  C100 1.090
116 H -2.094 2.095 3.490  C100 1.090
117 H 1.325 3.294 3.089  C102 1.080
118 H 2.611 2.787 0.915  C103 1.080
119 H -0.929 0.919 -0.656  C105 1.080
120 H -2.122 1.389 1.469  C106 1.080
121 H 2.655 3.513 -1.240  C108 1.080
122 H 3.868 3.119 -3.369  C109 1.080
123 H 2.230 -0.748 -3.721  C111 1.080
124 H 0.795 -0.355 -1.677  C112 1.080
125 H 3.538 0.091 -5.341  C113 1.090
126 H 4.874 1.059 -4.668  C113 1.090
127 H 3.592 1.904 -5.554  C113 1.090
128 Cl -1.989 3.050 -3.294  no bonds